The following is a DFT calculation (the ωB97M-V functional and the def2-TZVPD basis) of a 2-piece molecular cluster, C4H16Si3 overall at a distorted geometry.

2S+1: 3
Net charge: 0
⟨S²⟩: 2.00
Orbital gap (alpha / beta), eV: 7.8 / 8.8
Energy, eV: -28035.838
LUMO (alpha / beta), eV: 0.896 / -0.793

Bonds (Å) are listed after each position.
Positions of all 23 atoms, in Å:
1 C 0.85 -1.53 -1.47  Si6 1.937, H8 1.063, H9 1.024, H10 1.006
2 C 0.79 -2.01 1.64  Si6 1.900, H11 1.054, H12 1.007, H13 1.002
3 C 0.48 2.14 -1.10  Si7 1.964, H14 1.047, H15 1.054, H16 1.118
4 C 1.45 2.33 1.91  Si7 1.890, H17 1.060, H18 1.098, H19 1.087
5 Si -4.64 -0.98 -1.18  H20 1.420, H21 1.542, H22 1.475
6 Si 1.49 -0.92 0.25  C1 1.937, C2 1.900, Si7 2.256, H23 1.586
7 Si 0.75 1.18 0.59  C3 1.964, C4 1.890, Si6 2.256
8 H -0.18 -1.31 -1.65  C1 1.063
9 H 1.38 -1.03 -2.19  C1 1.024
10 H 1.20 -2.46 -1.64  C1 1.006
11 H 1.49 -1.97 2.43  C2 1.054
12 H -0.17 -1.87 1.90  C2 1.007
13 H 0.88 -2.95 1.30  C2 1.002
14 H 0.18 3.14 -1.04  C3 1.047
15 H 1.39 2.20 -1.63  C3 1.054
16 H -0.25 1.66 -1.79  C3 1.118
17 H 1.80 1.90 2.81  C4 1.060
18 H 2.14 2.95 1.32  C4 1.098
19 H 0.63 2.99 2.19  C4 1.087
20 H -4.75 -1.68 0.05  Si5 1.420
21 H -6.07 -0.78 -1.74  Si5 1.542
22 H -3.87 0.27 -1.33  Si5 1.475
23 H 3.04 -1.25 0.37  Si6 1.586

Charges obtained by natural (NBO) population analysis, quoted in units of e: atom 1 (C): -1.0299, atom 2 (C): -1.0408, atom 3 (C): -1.0741, atom 4 (C): -1.0978, atom 5 (Si): 0.5128, atom 6 (Si): 0.8065, atom 7 (Si): 0.8147, atom 8 (H): 0.2332, atom 9 (H): 0.2274, atom 10 (H): 0.2295, atom 11 (H): 0.2299, atom 12 (H): 0.2255, atom 13 (H): 0.2230, atom 14 (H): 0.2296, atom 15 (H): 0.2260, atom 16 (H): 0.2378, atom 17 (H): 0.2444, atom 18 (H): 0.2380, atom 19 (H): 0.2391, atom 20 (H): -0.1761, atom 21 (H): -0.1719, atom 22 (H): -0.1645, atom 23 (H): -0.1625